{"formula": "C33H51FN13O5P", "method": "ωB97M-V/def2-TZVPD", "energy_ev": -76658.3500, "charge": 0, "orbital_gap_ev": 8.2, "species": ["O", "C", "O", "C", "P", "O", "O", "O", "C", "C", "C", "C", "C", "F", "H", "H", "H", "H", "H", "H", "H", "H", "H", "H", "H", "H", "C", "C", "N", "H", "H", "H", "C", "C", "N", "H", "H", "H", "C", "C", "N", "H", "H", "H", "C", "C", "N", "H", "H", "H", "C", "C", "N", "H", "H", "H", "C", "C", "N", "H", "H", "H", "C", "C", "N", "H", "H", "H", "C", "C", "N", "H", "H", "H", "C", "C", "N", "H", "H", "H", "C", "C", "N", "H", "H", "H", "C", "C", "N", "H", "H", "H", "C", "C", "N", "H", "H", "H", "C", "C", "N", "H", "H", "H"], "positions_angstrom": [[-0.535402, 2.982396, -0.411972], [-1.000102, 2.031476, -0.971433], [-2.256940, 1.479333, -0.695819], [-2.838546, 0.867669, -1.837670], [-3.929048, -0.607498, -1.553399], [-3.598029, -1.302966, -0.285223], [-5.502677, -0.033069, -1.452076], [-3.936200, -1.629815, -2.877065], [-1.546716, 0.522157, -2.728878], [-0.283145, 1.174571, -2.081277], [0.835658, 0.275141, -1.426575], [0.334862, -1.110289, -0.892262], [0.205953, -2.185515, -2.043262], [-1.142672, -2.649015, -2.041580], [-3.426605, 1.570340, -2.488409], [-6.022901, -0.839179, -1.277276], [-4.791742, -2.093110, -2.815160], [-1.724539, 1.190049, -3.621956], [-1.489946, -0.473717, -3.218388], [0.253424, 1.922732, -2.725848], [1.697807, 0.201166, -2.138086], [1.231891, 0.833438, -0.532191], [1.148336, -1.495692, -0.213666], [-0.576688, -1.036976, -0.250042], [0.927671, -3.031316, -1.929235], [0.425710, -1.643134, -3.003285], [-0.138552, 3.026077, 2.784044], [0.958000, 2.653458, 3.704771], [1.810484, 2.364072, 4.420321], [-0.142079, 2.360721, 1.923503], [-1.097093, 2.948422, 3.297750], [-0.001575, 4.050287, 2.439926], [4.286904, -2.587977, -1.923827], [4.029725, -1.139490, -2.073746], [3.828390, -0.012256, -2.189725], [4.649224, -2.798272, -0.918601], [3.366544, -3.146724, -2.096009], [5.037186, -2.907457, -2.644884], [-1.515878, -5.207231, -4.258721], [-0.041611, -5.135562, -4.344213], [1.105212, -5.073948, -4.405876], [-1.959598, -4.411369, -4.855529], [-1.861533, -6.170052, -4.633700], [-1.831098, -5.092595, -3.222249], [-5.196177, 0.838066, 2.129963], [-4.791696, 2.072497, 2.838700], [-4.469543, 3.047683, 3.390725], [-6.047543, 1.042363, 1.480234], [-4.368243, 0.465101, 1.524136], [-5.478632, 0.074404, 2.853763], [6.505011, -6.442795, -2.819418], [6.891873, -5.210641, -2.097311], [7.192772, -4.254310, -1.532977], [5.670212, -6.234542, -3.488357], [7.347456, -6.808160, -3.405056], [6.207264, -7.210963, -2.106419], [7.100221, 1.828846, -2.987408], [8.257705, 1.181834, -3.642853], [9.157129, 0.678843, -4.152672], [6.946761, 2.823314, -3.404723], [6.201707, 1.233209, -3.147794], [7.281996, 1.916502, -1.916920], [7.420136, -5.923841, 2.366497], [7.716089, -6.986137, 1.381182], [7.951396, -7.822713, 0.625061], [8.339777, -5.414916, 2.650289], [6.731282, -5.198992, 1.933973], [6.966916, -6.359168, 3.255333], [-8.994584, 1.790604, 4.206473], [-8.726586, 0.699357, 3.244628], [-8.515969, -0.148499, 2.491372], [-8.067819, 2.306285, 4.449172], [-9.695597, 2.501730, 3.769255], [-9.423550, 1.383814, 5.120479], [-5.637062, 3.271272, 6.694898], [-6.700458, 2.251154, 6.861819], [-7.523385, 1.457510, 6.998117], [-5.888981, 4.162295, 7.269538], [-4.686709, 2.875609, 7.050233], [-5.536442, 3.541397, 5.642420], [-2.831580, 5.865590, 0.334739], [-3.392438, 5.065346, 1.446994], [-3.824109, 4.434653, 2.318118], [-2.148826, 6.618178, 0.727689], [-2.288065, 5.215966, -0.352138], [-3.635261, 6.363143, -0.207026], [-7.006175, 7.706706, -1.676869], [-5.533829, 7.734399, -1.811434], [-4.388778, 7.755976, -1.916005], [-7.448610, 8.485163, -2.297146], [-7.388234, 6.737368, -1.994554], [-7.285528, 7.876918, -0.637819], [8.994084, -8.065336, 5.731141], [8.734975, -6.615008, 5.598932], [8.534119, -5.487464, 5.495806], [9.360145, -8.285491, 6.733130], [8.074494, -8.622880, 5.557091], [9.742042, -8.375202, 5.002181], [1.621772, 4.999011, -2.797481], [1.948298, 3.941891, -3.774047], [2.187713, 3.106643, -4.527609], [2.526105, 5.529285, -2.501351], [0.922905, 5.709473, -3.237877], [1.165485, 4.553764, -1.912218]], "forces_ev_per_a": [[-0.848, -0.521, 0.098], [0.684, -1.206, -1.037], [-0.495, 0.904, 0.395], [1.411, -0.443, -2.208], [-0.786, -1.170, 2.091], [0.030, 0.426, -1.132], [1.836, -0.780, -0.951], [-0.253, 1.809, 1.334], [-0.196, 1.254, -2.584], [-0.682, 0.359, 1.146], [-0.496, 0.262, 0.631], [1.438, -0.542, -0.131], [-0.312, 1.396, 0.550], [1.218, -0.093, -0.439], [0.303, -0.236, 1.148], [-0.154, 0.529, 0.274], [0.410, 0.010, -0.319], [0.228, -0.799, 0.591], [0.055, 0.416, 1.076], [-0.787, -0.843, 0.280], [-1.047, -0.168, 0.690], [-0.237, -0.345, -0.928], [-0.779, 0.455, -0.443], [0.478, -0.114, -0.794], [-0.957, 0.465, -0.054], [-0.418, -0.873, 0.586], [0.353, -0.185, 0.440], [-0.257, 0.102, -0.196], [-0.216, 0.072, -0.198], [0.018, 0.061, 0.043], [0.027, 0.018, -0.020], [0.009, -0.063, -0.005], [-0.176, 0.508, -0.051], [0.139, -0.327, 0.026], [0.356, -0.406, 0.006], [0.053, 0.046, -0.067], [0.018, 0.051, -0.038], [0.002, 0.060, 0.069], [0.468, -0.027, -0.018], [-0.318, 0.025, 0.052], [-0.305, 0.007, 0.067], [0.054, -0.007, 0.041], [0.063, 0.033, -0.006], [0.066, 0.060, -0.039], [0.322, 0.553, 0.057], [-0.040, 0.056, 0.537], [-2.393, -5.435, 3.132], [0.043, -0.042, 0.027], [-0.056, -0.013, -0.001], [-0.030, 0.022, -0.073], [0.109, 0.415, 0.244], [-0.042, -0.345, -0.135], [-0.168, -0.277, -0.135], [0.039, 0.039, 0.033], [-0.009, 0.043, 0.057], [0.074, 0.061, 0.023], [0.374, -0.256, -0.243], [-0.257, 0.159, 0.155], [-0.241, 0.136, 0.129], [0.028, -0.054, -0.010], [0.029, 0.029, 0.023], [0.012, -0.031, -0.050], [0.082, -0.349, -0.432], [-0.025, 0.088, 0.080], [-0.152, 0.375, 0.293], [-0.053, -0.032, 0.008], [0.053, -0.043, -0.035], [0.039, 0.027, -0.041], [-0.045, -0.348, -0.442], [0.008, -0.035, -0.037], [-0.128, 0.546, 0.435], [-0.026, -0.085, -0.022], [0.030, -0.065, -0.051], [0.118, -0.012, -0.023], [-0.478, -0.328, 0.023], [0.321, 0.215, 0.062], [0.316, 0.330, -0.042], [-0.033, -0.079, 0.019], [-0.055, -0.029, -0.044], [0.055, -0.112, 0.014], [-0.247, -0.407, 0.346], [0.194, -0.053, -0.198], [2.263, 5.249, -3.842], [-0.046, -0.030, 0.011], [-0.013, -0.005, 0.071], [0.134, -0.036, 0.066], [0.498, 0.013, -0.045], [-0.345, 0.021, 0.000], [-0.374, 0.014, -0.015], [0.054, -0.026, 0.018], [0.048, 0.034, 0.010], [0.047, -0.007, -0.039], [-0.082, 0.503, -0.054], [0.092, -0.318, 0.093], [0.049, -0.344, 0.012], [-0.022, 0.042, -0.038], [0.030, 0.043, 0.004], [-0.036, 0.040, 0.019], [0.078, -0.289, -0.223], [-0.074, 0.169, 0.190], [-0.104, 0.209, 0.203], [-0.015, -0.054, -0.042], [0.034, -0.046, -0.019], [0.019, -0.026, -0.038]]}